A | Formula: FHN2O2S
Source: OMol25
Level of theory: wB97M-V/def2-TZVPD

## Properties
E_HOMO (eV): -10.757
Gap between HOMO and LUMO (eV): 11.0

```
7
Properties=species:S:1:pos:R:3:nbo_charge:R:1
N 1.11 0.55 -2.14 0.433
N 0.05 0.27 -2.00 -0.093
O 2.22 0.83 -2.27 -0.340
O -1.47 -1.51 1.00 -0.876
F -0.67 0.89 1.04 -0.528
S -0.40 -0.70 1.51 1.411
H -0.85 -0.34 2.85 -0.006
```

=====

B | Formula: FHN2O2S
Source: OMol25
Level of theory: wB97M-V/def2-TZVPD

## Properties
E_HOMO (eV): -10.739
Gap between HOMO and LUMO (eV): 10.3

```
7
Properties=species:S:1:pos:R:3:nbo_charge:R:1
N -3.84 0.33 -0.57 0.231
N -2.91 1.03 -0.81 0.139
O -1.85 1.04 -0.07 -0.603
O 0.63 1.44 0.59 -0.861
F -3.76 -0.71 0.49 -0.313
S -0.19 0.56 -0.17 1.387
H -0.24 -0.54 0.71 0.021
```

=====

Ranked by calculated energy, most stable first: A, B.

=====

A | Formula: C3H13NO3S
Source: OMol25
Level of theory: wB97M-V/def2-TZVPD

## Properties
SMILES: OCNCCS.O.O
E_HOMO (eV): -8.665
Gap between HOMO and LUMO (eV): 9.1

```
21
Properties=species:S:1:pos:R:3:nbo_charge:R:1
O -0.53 -0.32 1.61 -0.769
C -0.83 1.00 1.24 0.058
N -0.99 1.26 -0.23 -0.677
C 0.15 1.63 -1.03 -0.231
C 1.26 0.51 -0.92 -0.576
S 2.85 1.35 -0.92 -0.019
H 0.34 -0.61 1.43 0.464
H -1.78 0.98 1.80 0.191
H -0.15 1.59 1.93 0.173
H -1.64 0.56 -0.57 0.399
H -0.02 1.73 -2.17 0.208
H 0.34 2.66 -0.69 0.211
H 1.25 0.00 0.06 0.192
H 0.86 -0.41 -1.53 0.240
H 3.47 0.80 -1.91 0.118
O 0.53 -2.52 1.17 -0.979
H 1.33 -2.26 1.66 0.476
H -0.35 -2.37 1.74 0.516
O -2.19 -1.55 -0.76 -0.946
H -2.65 -2.26 -1.07 0.467
H -1.23 -1.76 -0.84 0.483
```

=====

B | Formula: C3H13NO3S
Source: OMol25
Level of theory: wB97M-V/def2-TZVPD

## Properties
SMILES: N[C@H](CO)CS.O.O
E_HOMO (eV): -9.055
Gap between HOMO and LUMO (eV): 9.6

```
21
Properties=species:S:1:pos:R:3:nbo_charge:R:1
N 1.62 0.31 0.14 -0.824
C 0.78 -0.85 -0.01 -0.099
C 1.06 -1.78 -1.19 -0.096
O 2.46 -2.00 -1.46 -0.720
C -0.70 -0.41 -0.12 -0.513
S -1.97 -1.51 -0.83 -0.068
H 1.68 0.76 -0.77 0.361
H 2.56 0.09 0.40 0.366
H 0.84 -1.45 0.90 0.182
H 0.78 -1.37 -2.16 0.181
H 0.51 -2.72 -1.16 0.187
H 2.88 -2.30 -0.64 0.453
H -0.93 0.50 -0.66 0.243
H -1.02 -0.28 0.91 0.222
H -2.40 -2.42 0.04 0.126
O 0.73 2.76 3.16 -0.962
H 1.56 2.55 2.75 0.487
H -0.03 2.28 2.84 0.476
O -1.84 3.86 0.31 -0.938
H -2.61 4.43 0.24 0.470
H -1.75 3.65 1.24 0.468
```

=====

Ranked by calculated energy, most stable first: B, A.

=====

A | Formula: C4H9N2OS
Source: OMol25
Level of theory: wB97M-V/def2-TZVPD

## Properties
SMILES: C[C@@H]1S[C@@H](C)N[N+]1=O
Total charge: +1
E_HOMO (eV): -13.985
Gap between HOMO and LUMO (eV): 8.5

```
17
Properties=species:S:1:pos:R:3:nbo_charge:R:1
C 2.10 1.48 0.17 -0.672
C 1.06 0.69 -0.53 -0.159
S -0.69 1.26 -0.34 0.310
C -1.26 -0.19 0.47 -0.182
C -2.52 -0.66 -0.24 -0.660
N -0.09 -1.35 0.26 -0.305
N 1.05 -0.83 -0.07 0.428
O 2.05 -1.44 -0.23 -0.219
H 1.82 1.65 1.20 0.244
H 2.36 2.44 -0.38 0.282
H 3.05 0.87 0.19 0.261
H 1.21 0.45 -1.55 0.247
H -1.32 -0.10 1.59 0.250
H -3.06 0.26 -0.25 0.244
H -3.19 -1.43 0.18 0.254
H -2.43 -0.96 -1.26 0.251
H -0.15 -2.14 0.80 0.427
```

=====

B | Formula: C4H9N2OS
Source: OMol25
Level of theory: wB97M-V/def2-TZVPD

## Properties
SMILES: [NH3+][C@@]1(CO)N=CCS1
Total charge: +1
E_HOMO (eV): -13.882
Gap between HOMO and LUMO (eV): 10.5

```
17
Properties=species:S:1:pos:R:3:nbo_charge:R:1
N -0.76 1.66 0.22 -0.770
C -0.22 0.20 0.16 0.153
C -1.27 -0.82 0.57 -0.113
O -0.68 -2.05 0.17 -0.722
N 0.22 -0.04 -1.14 -0.433
C 1.47 -0.21 -1.31 0.185
C 2.36 -0.21 -0.12 -0.596
S 1.27 0.25 1.25 0.213
H -1.17 2.07 -0.66 0.477
H 0.03 1.92 0.85 0.471
H -1.59 1.74 0.84 0.432
H -2.24 -0.71 0.11 0.209
H -1.22 -0.80 1.69 0.198
H -1.32 -2.76 -0.05 0.508
H 1.65 -0.46 -2.36 0.248
H 2.84 -1.14 0.23 0.285
H 3.05 0.51 -0.38 0.255
```

=====

C | Formula: C4H9N2OS
Source: OMol25
Level of theory: wB97M-V/def2-TZVPD

## Properties
Total charge: +1
E_HOMO (eV): -12.744
Gap between HOMO and LUMO (eV): 8.8

```
17
Properties=species:S:1:pos:R:3:nbo_charge:R:1
C -1.62 -0.07 0.07 0.061
C -0.66 -0.75 0.56 0.381
C 3.37 0.10 -0.25 0.501
C 4.44 0.70 -1.00 -0.738
N 2.43 -0.37 0.20 -0.457
N 0.24 -1.28 1.16 -0.630
O -2.56 -0.36 -0.85 -0.631
S -5.06 0.87 0.31 -0.332
H -1.94 0.72 0.83 0.257
H 4.47 1.65 -0.52 0.275
H 4.17 0.80 -2.05 0.284
H 5.39 0.09 -0.99 0.291
H -3.07 0.45 -1.11 0.516
H -5.96 0.87 1.29 0.185
H 0.15 -2.23 1.54 0.435
H 1.29 -0.86 0.97 0.450
H -5.07 -0.35 -0.15 0.154
```

=====

Ranked by calculated energy, most stable first: B, C, A.